--- P ---
Entry from the OMol25 dataset: a cluster of 2 separate species, C3H10N4 in total (ωB97M-V with the def2-TZVPD basis set).

Charge: 0
Frontier orbital gap (alpha / beta) (eV): 7.382 / 7.350
LUMO energy (alpha / beta) (eV): -0.07 / 0.01

Last column: Löwdin charge in e.
Geometry (Å):
N 0.0738 -0.8732 0.1201  -0.168
N -1.0423 1.6142 1.3438  -0.017
N -0.7157 1.6348 0.0229  -0.222
N -1.6794 1.0630 -0.7397  -0.054
C 1.9447 0.6535 -0.1898  0.011
C 0.7039 0.2320 -0.3739  -0.258
C 0.0754 -2.1680 -0.5443  -0.114
H -1.7232 0.0420 -0.5790  0.065
H 2.5580 0.2671 0.6180  0.051
H 0.2801 -0.9737 1.2540  0.186
H -0.6934 2.4348 1.8201  0.069
H -0.4776 -2.8587 0.0924  0.079
H 2.3757 1.4545 -0.7665  0.043
H -0.4849 -2.0849 -1.4748  0.076
H 1.0866 -2.5339 -0.7464  0.077
H -1.6331 1.3563 -1.7051  0.080
H -0.6486 0.7403 1.8482  0.097



--- Q ---
Entry from the OMol25 dataset: an isolated molecule of C3H10N4 (ωB97M-V with the def2-TZVPD basis set).

Charge: 0
Frontier orbital gap (alpha / beta) (eV): 6.973 / 6.978
LUMO energy (alpha / beta) (eV): -0.08 / -0.08

Last column: Löwdin charge in e.
Geometry (Å):
N -1.1526 0.7122 0.4075  -0.014
N 0.7582 0.1205 0.5798  -0.066
N -1.9208 0.2383 1.3683  0.047
N 0.9329 -1.6622 -1.3135  -0.025
C -1.1017 -0.1703 -0.7474  -0.169
C 0.1442 -1.1034 -0.4175  -0.515
C 1.6047 1.1069 -0.0674  -0.124
H 1.9883 1.8296 0.6545  0.075
H -0.9052 0.4257 -1.6364  0.101
H -2.0965 -0.7604 1.4504  0.115
H -0.1799 -1.8083 0.3632  0.101
H 1.1872 -0.2251 1.4397  0.112
H 1.0260 1.6507 -0.8154  0.074
H 1.1961 -0.9970 -2.0420  -0.009
H -2.0187 -0.7452 -0.8833  0.107
H -1.9110 0.7676 2.2270  0.112
H 2.4488 0.6205 -0.5676  0.078



--- R ---
Entry from the OMol25 dataset: a structure of composition C3H10N4 (ωB97M-V with the def2-TZVPD basis set).

Charge: 0
Frontier orbital gap (eV): 8.419
LUMO energy (eV): 0.96

Last column: Löwdin charge in e.
Geometry (Å):
N -0.3851 0.7402 0.7276  -0.036
N -0.0096 -1.0439 0.4491  -0.116
N 2.2078 0.6290 0.3605  0.018
N 0.9323 -1.1326 -0.4562  -0.061
C -1.2556 -1.6206 -0.0271  -0.119
C 2.0858 -0.4903 -0.2928  -0.347
C -1.0544 1.4697 -0.3346  -0.112
H -1.1379 -2.7045 0.0042  0.081
H 3.1210 1.0585 0.2618  0.039
H -0.8528 0.7834 1.6240  0.120
H -1.5030 -1.3312 -1.0537  0.074
H 0.6547 0.9729 0.7881  0.047
H -2.1157 1.2228 -0.3674  0.075
H -2.0580 -1.3386 0.6535  0.073
H 2.9060 -0.9480 -0.8550  0.102
H -0.5869 1.1824 -1.2772  0.081
H -0.9486 2.5510 -0.2048  0.081



The structure with the least stability is P.



--- P ---
Entry from the OMol25 dataset: a cluster of 2 separate species, C7H14S in total (ωB97M-V with the def2-TZVPD basis set).

Charge: 0
Frontier orbital gap (eV): 7.662
LUMO energy (eV): 0.24

Last column: Löwdin charge in e.
Geometry (Å):
S -1.2272 0.2182 0.1566  0.892
C 1.7022 0.4095 1.0588  -0.221
C -2.2807 1.1179 -0.8273  -0.351
C -0.7284 0.9629 1.5284  -0.394
C -0.2317 -1.0619 -2.0201  -0.126
C 0.3136 -0.1381 -0.9965  -0.411
C 1.5233 -0.4444 -0.1684  -0.225
C 0.5018 0.3834 2.0791  -0.294
H 0.6024 -1.5234 -2.6024  0.112
H 0.4391 0.8315 -1.3660  0.106
H 1.8843 1.4282 0.7028  0.109
H -0.8279 -0.4563 -2.5847  0.021
H -0.7413 -1.9179 -1.5299  0.058
H -1.7266 -1.5730 0.1564  0.082
H 1.4321 -1.4514 0.3144  0.133
H 2.6372 0.1136 1.6828  0.140
H 2.4644 -0.4576 -0.6565  0.110
H 0.6032 0.9734 3.0595  0.134
H -2.0361 0.7514 -1.8911  0.000
H -3.3734 1.1064 -0.7398  -0.005
H -1.4401 1.3459 2.1561  0.039
H 0.5097 -0.6185 2.4878  0.092



--- Q ---
Entry from the OMol25 dataset: an isolated molecule of C7H14S (ωB97M-V with the def2-TZVPD basis set).

Charge: 0
Frontier orbital gap (eV): 9.762
LUMO energy (eV): 0.86
Structure (SMILES): C[C@@H](S)[C@@H]1CC[C@@H]1C

Last column: Löwdin charge in e.
Geometry (Å):
S -0.1964 -0.1600 -2.2833  0.753
C 1.6817 -0.8149 -0.4151  -0.139
C 0.6612 1.2831 1.6081  -0.138
C 0.0307 0.0551 2.2761  -0.153
C 0.7616 0.3540 -0.8213  -0.669
C -0.1259 0.9514 0.3017  -0.301
C -1.0589 0.0312 1.1679  -0.299
C -1.6105 -1.3066 0.6739  -0.066
H 1.4183 1.2041 -1.1039  0.109
H 0.3291 2.2292 2.0736  0.113
H -0.6660 1.7826 -0.0966  0.109
H -0.7933 -1.9650 0.3926  0.057
H 1.1523 -1.7881 -0.1133  0.092
H -1.8975 0.7005 1.5167  0.148
H -2.2271 -1.1834 -0.1264  0.024
H 1.7290 1.3571 1.5405  0.090
H 2.3298 -1.1062 -1.2369  0.063
H 0.6501 -0.8267 2.2774  0.094
H -0.8089 1.0084 -2.5048  -0.141
H -0.3167 0.1214 3.3226  0.107
H -2.1775 -1.7574 1.4895  0.082
H 2.3820 -0.5364 0.3551  0.065



The structure with the least stability is P.



--- P ---
Entry from the OMol25 dataset: a cluster of 2 separate species, CH3O2S in total (ωB97M-V with the def2-TZVPD basis set).

Charge: -1
Frontier orbital gap (eV): 8.056
LUMO energy (eV): 4.01

Last column: Löwdin charge in e.
Geometry (Å):
S 1.1984 0.1591 0.3413  0.595
O 2.0459 1.3653 0.7782  -0.753
O -1.7015 -1.2233 0.1141  -0.256
C 0.3273 0.4004 -0.9894  -0.485
H 0.6964 1.4619 -1.1765  -0.053
H -1.7212 -1.4032 1.1488  0.061
H -0.8453 -0.7602 -0.2167  -0.110



--- Q ---
Entry from the OMol25 dataset: a structure of composition CH3O2S (ωB97M-V with the def2-TZVPD basis set).

Charge: -1
Frontier orbital gap (eV): 7.141
LUMO energy (eV): 3.97

Last column: Löwdin charge in e.
Geometry (Å):
S 0.7282 0.1565 0.1361  0.471
O 0.9329 1.5786 -0.1198  -0.522
O 1.7450 -0.7780 -0.3497  -0.512
C -1.0581 -0.1589 -0.7643  -0.239
H -1.7940 0.4109 -0.3561  -0.151
H -1.3728 -1.1939 -0.3956  -0.070
H 0.8188 -0.0152 1.8493  0.023



The structure with the least stability is Q.



--- P ---
Entry from the OMol25 dataset: a cluster of 2 separate species, CH3O2S in total (ωB97M-V with the def2-TZVPD basis set).

Charge: -1
Frontier orbital gap (eV): 7.694
LUMO energy (eV): 4.23

Last column: Löwdin charge in e.
Geometry (Å):
S 1.3998 1.5111 -0.5325  -0.034
O -2.1010 -1.2976 0.3804  -0.023
O -0.3326 -0.9858 -0.7980  -0.029
C -0.9710 -0.8117 0.3378  -0.444
H 0.3681 -0.2702 -0.8865  -0.092
H 2.0311 2.0286 0.4553  -0.480
H -0.3945 -0.1744 1.0435  0.102



--- Q ---
Entry from the OMol25 dataset: the ion CH3O2S with charge -1 (ωB97M-V with the def2-TZVPD basis set).

Charge: -1
Frontier orbital gap (eV): 7.568
LUMO energy (eV): 4.24
Structure (SMILES): C=[S@@H](=O)[O-]

Last column: Löwdin charge in e.
Geometry (Å):
S -1.3069 0.0298 -0.0380  0.394
O -1.9986 -1.2366 0.1088  -0.505
O -2.1023 1.2542 0.0582  -0.469
C 0.0741 -0.0855 0.9538  -0.376
H 0.4742 -1.0249 0.5545  -0.038
H 0.6193 0.8594 0.7537  -0.040
H -0.8842 -0.2120 -1.6227  0.034



The structure with the least stability is Q.



--- P ---
Entry from the OMol25 dataset: a structure of composition F2H12O6Pb (ωB97M-V with the def2-TZVPD basis set).

Charge: 0
Frontier orbital gap (eV): 7.966
LUMO energy (eV): -0.12

Last column: Löwdin charge in e.
Geometry (Å):
Pb -0.2502 0.3137 -0.1775  1.510
F -2.2441 -0.3665 -1.3304  -0.661
F 0.2834 2.2958 -1.3840  -0.685
O -2.1080 1.8615 0.6612  -0.142
O -1.9370 -0.8600 1.4640  -0.149
O 0.5149 -2.3812 -0.2734  -0.116
O 0.7030 -0.4859 -2.5933  -0.123
O 0.7689 0.8832 2.1174  -0.152
O 2.4354 0.2215 -0.2262  -0.136
H 0.0392 -3.1582 -0.5857  0.061
H 2.7829 1.0502 -0.5860  0.067
H -2.7882 -1.1853 1.1482  0.056
H -2.8797 1.6455 0.1182  0.055
H 1.7319 0.9314 2.1405  0.046
H 1.5873 -0.1323 -2.7305  0.038
H -2.0850 -0.5781 2.3723  0.050
H 1.4414 -2.5686 -0.4500  0.038
H -2.2475 2.7573 0.9822  0.064
H 3.1418 -0.4235 -0.3433  0.060
H 0.6394 -1.2439 -3.1821  0.057
H 0.4702 1.4233 2.8583  0.063



--- Q ---
Entry from the OMol25 dataset: a structure of composition F2H12O6Pb (ωB97M-V with the def2-TZVPD basis set).

Charge: 0
Frontier orbital gap (eV): 7.879
LUMO energy (eV): -0.10

Last column: Löwdin charge in e.
Geometry (Å):
Pb 19.0666 4.5218 22.5956  1.508
F 20.0068 5.5927 24.6569  -0.695
F 21.2123 5.0169 21.8551  -0.659
O 18.6742 3.1279 24.7313  -0.153
O 18.5653 7.1233 22.1627  -0.114
O 19.7852 2.0489 22.3740  -0.138
O 16.8747 2.9235 21.8698  -0.133
O 18.8469 4.8813 20.0782  -0.167
O 16.4894 5.6384 23.5981  -0.090
H 15.9830 2.5983 22.0321  0.053
H 18.2067 4.8783 19.3584  0.059
H 17.7155 7.4794 22.4298  0.029
H 19.6945 5.1151 19.6739  0.057
H 17.1763 2.4370 21.0949  0.041
H 18.9659 7.8170 21.6288  0.068
H 16.1896 6.4521 23.1842  0.033
H 17.9026 3.1018 25.3036  0.060
H 20.3586 1.8208 21.6319  0.069
H 15.8341 5.4646 24.2812  0.055
H 19.4306 3.0102 25.3181  0.061
H 20.3147 1.8642 23.1583  0.057



The structure with the least stability is Q.



--- P ---
Entry from the OMol25 dataset: a cluster of 2 separate species, C2H10N4O2 in total (ωB97M-V with the def2-TZVPD basis set).

Charge: 0
Frontier orbital gap (eV): 9.134
LUMO energy (eV): 0.82

Last column: Löwdin charge in e.
Geometry (Å):
O -1.4038 0.3250 -2.1647  -0.159
O 1.2487 0.2005 1.9305  -0.095
N 1.7139 -0.3934 -0.6513  0.031
N 0.3219 0.6518 0.9306  -0.318
N -0.7022 1.2224 1.3079  0.111
N 0.7489 0.6086 -0.2766  -0.024
C -1.2072 -0.7412 -3.0245  -0.199
C 0.7086 0.2687 3.1580  -0.156
H 2.4027 -0.6173 0.0777  0.071
H -0.5140 -0.4011 -3.8904  0.093
H -0.6236 -1.5207 -2.5391  0.065
H -2.1857 -0.8985 -3.4945  0.081
H -1.3773 1.2330 0.4670  0.121
H 1.5820 0.0022 3.9125  0.138
H 0.4762 1.4130 3.2998  0.125
H -0.0088 -0.4267 3.3150  0.044
H 2.2639 -0.0193 -1.3903  0.057
H -0.5924 0.6989 -1.8195  0.015



--- Q ---
Entry from the OMol25 dataset: a cluster of 2 separate species, C2H10N4O2 in total (ωB97M-V with the def2-TZVPD basis set).

Charge: 0
Frontier orbital gap (eV): 8.257
LUMO energy (eV): 0.84
Structure (SMILES): NC(N)=NO.CON

Last column: Löwdin charge in e.
Geometry (Å):
O 1.1244 -0.9415 1.5642  -0.201
O -2.1498 0.5215 -0.1357  -0.131
N 1.0628 0.0072 -1.6144  0.105
N -0.1487 1.9408 -1.1411  0.123
N 0.6887 0.4756 1.0759  0.083
N -1.1298 -0.1856 -0.8887  -0.053
C 0.1166 -1.8943 1.3645  -0.146
C -0.0195 0.5681 -0.9150  -0.613
H 0.6169 -2.8498 1.2102  0.085
H 0.7033 2.4777 -1.0551  0.086
H -0.4702 -1.6406 0.4546  0.054
H -2.8918 -0.0927 -0.1783  0.073
H 1.0881 -0.9999 -1.5556  0.086
H 1.1932 0.3890 -2.5396  0.089
H 0.1425 0.8985 1.8260  0.106
H -0.9605 2.3315 -0.6839  0.079
H -0.5620 -1.9288 2.2199  0.077
H 1.5955 0.9232 0.9922  0.097



The structure with the least stability is P.